C79H168F15N7O13 | ωB97M-V with the def2-TZVPD basis set

The geometry in XYZ format:
```
282
C79H168F15N7O13 (ωB97M-V with the def2-TZVPD basis set)
C 10.50208 -20.48479 -9.52563
C 10.77023 -21.51358 -10.61104
C 12.09906 -21.15953 -11.28466
C 12.32175 -22.13897 -12.44930
N 13.61158 -22.09488 -13.27482
C 13.63343 -23.33075 -14.22097
C 15.09013 -23.66032 -14.40862
C 15.81370 -22.81072 -13.33074
C 14.72158 -22.47000 -12.28165
C 13.86190 -20.77545 -13.95123
C 12.71181 -20.18065 -14.70849
C 13.27316 -19.10190 -15.65939
H 10.09374 -19.53209 -9.96593
H 11.38635 -20.18573 -9.02584
H 9.74742 -20.75330 -8.80965
H 9.88205 -21.52344 -11.23915
H 10.86181 -22.52182 -10.14560
H 12.88306 -21.16832 -10.50778
H 12.07847 -20.15219 -11.68312
H 11.49437 -22.12185 -13.08887
H 12.31877 -23.13804 -11.93607
H 13.09859 -22.93271 -15.10565
H 13.08222 -24.14764 -13.68092
H 15.53512 -23.59887 -15.45851
H 15.30808 -24.66584 -14.01300
H 16.25066 -21.86643 -13.67531
H 16.55995 -23.39316 -12.80386
H 14.83943 -21.60997 -11.60446
H 14.34080 -23.32975 -11.75019
H 14.76237 -20.77554 -14.52908
H 14.01140 -20.08764 -13.10821
H 11.94509 -19.92323 -13.94071
H 12.22201 -20.96142 -15.33686
H 14.12196 -19.54702 -16.22746
H 13.69702 -18.22227 -15.11079
H 12.55442 -18.65624 -16.31589
C 20.02511 -27.17102 -22.94253
C 20.05000 -27.77769 -21.49841
C 19.59381 -26.68953 -20.53113
C 18.08927 -26.53221 -20.75128
N 17.33833 -25.41606 -19.94513
C 16.01163 -25.11603 -20.62318
C 16.30363 -24.16933 -21.79598
C 17.71516 -23.58842 -21.56306
C 17.99764 -24.08952 -20.08043
C 17.31672 -25.71695 -18.46193
C 16.44766 -26.92827 -18.09252
C 15.97788 -26.70739 -16.65904
H 19.17190 -27.31711 -23.59574
H 20.90497 -27.60141 -23.44517
H 20.23222 -26.11931 -22.82198
H 21.08474 -27.96652 -21.25486
H 19.40281 -28.66713 -21.45782
H 20.05093 -25.75688 -20.60492
H 19.83054 -26.75835 -19.47255
H 17.50628 -27.48911 -20.61466
H 17.91881 -26.34029 -21.80354
H 15.44460 -24.57717 -19.85134
H 15.48485 -26.00324 -20.83892
H 15.45609 -23.43661 -21.75076
H 16.24680 -24.61609 -22.78914
H 17.68971 -22.46723 -21.70948
H 18.43040 -24.06084 -22.23301
H 17.52249 -23.41939 -19.33268
H 19.10091 -24.14045 -19.86555
H 16.83338 -24.87886 -17.98611
H 18.39739 -25.70757 -18.14243
H 16.92561 -27.89903 -18.29687
H 15.63478 -26.95233 -18.82166
H 15.43850 -25.76779 -16.53599
H 16.90155 -26.67361 -16.02873
H 15.31485 -27.52938 -16.25724
C 14.59435 -26.43949 -9.67388
C 13.77256 -26.43734 -11.00149
C 13.42566 -27.83617 -11.32251
C 12.65044 -27.97869 -12.68816
N 12.57654 -29.37881 -13.24936
C 11.73983 -29.44898 -14.50713
C 11.16622 -30.86183 -14.62058
C 11.37704 -31.47510 -13.17833
C 11.76922 -30.20356 -12.34883
C 13.93986 -30.04157 -13.55292
C 14.83550 -29.29412 -14.44530
C 16.28461 -29.83426 -14.26641
H 14.00354 -26.88268 -8.87357
H 14.83949 -25.43140 -9.30596
H 15.46901 -27.08743 -9.72019
H 14.36297 -25.99656 -11.77624
H 12.83503 -25.83920 -10.88096
H 12.77254 -28.21240 -10.51980
H 14.41349 -28.39494 -11.33024
H 13.05989 -27.41259 -13.54154
H 11.57498 -27.68161 -12.54625
H 12.39898 -29.27935 -15.35891
H 10.96366 -28.70077 -14.44001
H 11.67629 -31.41753 -15.43423
H 10.11384 -30.67953 -14.94780
H 12.20515 -32.21137 -13.24698
H 10.44597 -31.87900 -12.73225
H 12.39038 -30.43026 -11.47293
H 10.94363 -29.55476 -11.98383
H 13.75790 -30.97639 -14.15092
H 14.40040 -30.27670 -12.59667
H 14.96163 -28.25881 -14.18825
H 14.55144 -29.32884 -15.47078
H 16.86448 -29.83026 -15.22519
H 16.25915 -30.95160 -13.99573
H 16.96230 -29.42769 -13.47460
C 2.38745 -26.89389 -9.77224
C 2.85228 -26.64636 -11.24895
C 4.15313 -25.82629 -11.19075
C 3.84604 -24.39878 -10.71944
N 4.91808 -23.68018 -9.93472
C 5.12308 -24.32592 -8.62447
C 3.99307 -23.82670 -7.73843
C 3.59419 -22.48206 -8.26611
C 4.39754 -22.27839 -9.57976
C 6.17836 -23.73760 -10.69983
C 7.35179 -22.80827 -10.25663
C 7.38728 -21.46199 -10.99485
H 1.41164 -27.34521 -9.68416
H 2.28722 -25.85375 -9.24053
H 3.03097 -27.59668 -9.20015
H 2.15191 -26.18220 -11.87261
H 3.00103 -27.69650 -11.58915
H 4.66945 -25.69611 -12.14867
H 4.87549 -26.40264 -10.53552
H 2.90731 -24.34717 -10.05770
H 3.61704 -23.82145 -11.60754
H 6.06778 -23.88113 -8.29337
H 5.20228 -25.39628 -8.65406
H 4.37856 -23.77684 -6.74127
H 3.19826 -24.55771 -7.76820
H 3.84406 -21.78032 -7.43409
H 2.53718 -22.40067 -8.37983
H 5.28357 -21.64183 -9.37068
H 3.93047 -21.84922 -10.47684
H 5.92795 -23.41983 -11.65155
H 6.44803 -24.80967 -10.76753
H 8.27761 -23.36783 -10.51252
H 7.45737 -22.73050 -9.15321
H 8.30648 -20.95189 -10.69748
H 6.47805 -20.89359 -10.77008
H 7.33517 -21.77350 -12.05980
C 4.78565 -28.27121 -14.65677
N 5.22131 -27.00910 -15.30801
C 6.45600 -26.60202 -14.59449
C 5.57296 -27.29709 -16.74065
C 4.06504 -26.01711 -15.08051
C 4.31159 -24.76467 -15.94411
O 5.49769 -24.15424 -15.56041
H 4.98584 -28.28611 -13.55933
H 5.38398 -29.13274 -15.02073
H 3.75927 -28.46264 -14.74296
H 7.03873 -27.51521 -14.48393
H 6.13986 -26.26283 -13.58790
H 7.07217 -25.83116 -15.10805
H 4.61222 -27.54625 -17.19735
H 6.30185 -28.14017 -16.81422
H 6.10710 -26.42847 -17.15968
H 4.02388 -25.75746 -14.01096
H 3.18624 -26.62154 -15.25429
H 3.47263 -24.14420 -15.78801
H 4.37535 -25.01306 -16.99050
H 5.34113 -23.59247 -14.77137
C 6.30565 -22.18521 -18.68358
N 7.67461 -22.83942 -18.66104
C 8.28262 -22.37396 -19.99073
C 8.63488 -22.30893 -17.58608
C 7.53407 -24.26082 -18.62207
C 8.77446 -25.13736 -18.75506
O 8.34515 -26.43359 -18.81026
H 5.73163 -22.57274 -17.83571
H 5.82250 -22.55355 -19.59158
H 6.34545 -21.08176 -18.72287
H 9.33090 -22.80491 -19.93771
H 8.15145 -21.24030 -20.07754
H 7.95773 -22.97380 -20.81521
H 9.69596 -22.66312 -17.68546
H 8.20787 -22.59153 -16.63453
H 8.53350 -21.18847 -17.60016
H 6.98783 -24.66214 -19.44041
H 6.96754 -24.65473 -17.78252
H 9.38913 -24.90358 -17.89035
H 9.28786 -24.96251 -19.68292
H 8.52429 -26.83624 -17.87598
C 9.09244 -33.34509 -18.65400
N 10.10754 -32.32159 -18.47427
C 11.48779 -32.85157 -18.11193
C 10.46035 -31.58450 -19.84850
C 9.85296 -31.29624 -17.39396
C 8.71709 -30.29218 -17.64729
O 8.59352 -29.56226 -16.41599
H 8.26968 -32.88695 -19.22897
H 8.65881 -33.64793 -17.69600
H 9.39023 -34.28535 -19.12785
H 12.08853 -32.04209 -17.62712
H 11.88079 -33.43292 -18.95485
H 11.36055 -33.48056 -17.23046
H 9.46879 -31.17032 -20.15237
H 10.73184 -32.30756 -20.57876
H 11.28557 -30.92350 -19.57440
H 10.80218 -30.75938 -17.24894
H 9.59543 -31.80532 -16.47218
H 7.81105 -30.81010 -17.85682
H 8.99117 -29.53169 -18.43086
H 8.97885 -28.58803 -16.39526
C 13.55829 -29.53571 -18.24528
O 12.56996 -29.44059 -19.33313
O 13.13223 -30.16741 -17.18135
C 14.79038 -30.20250 -18.78564
F 14.60521 -31.48000 -19.20388
F 15.29428 -29.48716 -19.77433
F 15.82207 -30.26918 -17.92184
C 12.72368 -28.37551 -20.25460
C 11.38672 -28.06417 -20.82018
H 10.98332 -28.93292 -21.30173
H 10.73850 -27.70435 -20.03029
H 11.54314 -27.25409 -21.57328
H 13.37546 -28.77943 -21.04476
H 13.13825 -27.54428 -19.74131
H 13.87791 -28.49391 -18.14468
C 4.46994 -21.64056 -13.94269
O 3.35450 -21.94867 -14.86216
O 4.98854 -22.72414 -13.41351
C 5.53669 -20.81541 -14.73873
F 5.00360 -19.66769 -15.23874
F 6.51328 -20.43893 -13.79155
F 6.24833 -21.38986 -15.75828
C 2.08209 -21.26533 -14.67684
C 1.07882 -22.36656 -14.88592
H 1.12166 -23.24614 -14.24277
H 0.08405 -21.91713 -14.69845
H 1.21580 -22.66166 -15.93609
H 1.90031 -20.43357 -15.36277
H 2.04654 -20.83609 -13.66797
H 4.04128 -20.98737 -13.16256
C 15.55824 -21.93597 -17.45340
O 14.17839 -21.67895 -17.41660
O 15.92826 -23.14681 -17.75069
C 16.24081 -20.79510 -18.43576
F 15.47848 -19.77620 -18.73740
F 17.35254 -20.25559 -17.98739
F 16.58325 -21.29742 -19.58411
C 13.52917 -22.24721 -18.47969
C 12.05044 -21.83831 -18.50776
H 11.69767 -21.88315 -17.49254
H 11.88274 -20.87886 -18.97995
H 11.43552 -22.54464 -19.09528
H 13.60304 -23.34272 -18.46828
H 14.01494 -21.84554 -19.36302
H 15.92457 -21.56784 -16.53356
C 10.00311 -26.53540 -15.65854
O 9.55804 -25.22459 -15.39284
O 9.14544 -27.16999 -16.47544
C 11.39212 -26.36754 -16.40197
F 11.89944 -27.49976 -16.84025
F 11.31859 -25.43452 -17.44147
F 12.40463 -25.79116 -15.59095
C 10.01922 -24.47090 -14.24929
C 8.88301 -24.04749 -13.38804
H 9.01591 -23.02195 -12.98627
H 7.93390 -23.97282 -13.96024
H 8.78818 -24.85802 -12.65185
H 10.52247 -23.52189 -14.61376
H 10.75729 -25.14327 -13.82843
H 10.32002 -27.04057 -14.73713
C 8.56957 -27.06778 -11.94556
O 8.30353 -26.45864 -10.65228
O 9.82920 -27.14457 -12.29799
C 8.09221 -28.52645 -11.63052
F 6.94923 -28.64992 -10.98462
F 7.96610 -29.22739 -12.76441
F 8.97450 -29.09422 -10.79872
C 9.37073 -25.79073 -10.09185
C 8.93216 -25.75929 -8.59898
H 9.71743 -25.44470 -7.94059
H 8.13339 -25.07010 -8.41071
H 8.65335 -26.76617 -8.36639
H 9.52251 -24.85586 -10.61694
H 10.28335 -26.32467 -10.37089
H 7.91654 -26.60573 -12.65810
```

Properties
LUMO (hartree): -0.0989
Gap between HOMO and LUMO (eV): 8.192
Total energy (eV): -162436.7254
Total charge: +2